[1]
ORCA calculation (ωB97M-V/def2-TZVPD) on a molecular structure, C33H49ClOP4Tc at a distorted geometry.

Output
* HOMO (spin up / spin down): -12.30 / -13.15 eV
* electronic energy: -88923.5896 eV
* lowest unoccupied orbital energy (spin up / spin down): -4.59 / -6.77 eV
* total charge: +2
* frontier orbital gap (spin up / spin down): 0.283 / 0.235 Ha
* multiplicity: 4

Structure (XYZ):
```
89
Properties=species:S:1:pos:R:3:forces:R:3
P 0.741204 -2.471702 -0.460162 0.06 0.21 0.26
C 0.872777 -3.906736 0.591068 -0.12 -0.27 -0.20
C 0.085148 -5.033165 0.319094 0.36 -0.30 0.61
H -0.684814 -5.005698 -0.433812 -0.04 -0.01 -0.18
C 0.303266 -6.203538 1.047785 -0.05 0.15 -0.12
H -0.284368 -7.093292 0.834336 0.09 0.19 0.05
C 1.284764 -6.237300 2.031697 0.32 -0.09 0.33
H 1.473401 -7.157231 2.598244 -0.16 0.39 -0.30
C 2.048800 -5.102499 2.322505 -0.15 0.34 -0.27
H 2.806425 -5.116279 3.098204 -0.12 -0.11 -0.05
C 1.841224 -3.925620 1.605363 -0.39 -0.45 -0.16
H 2.394050 -3.021336 1.813784 0.23 -0.02 0.10
C -0.815180 -2.510158 -1.360341 -0.16 -0.37 -0.33
C -2.026230 -2.563591 -0.643420 0.33 0.29 -0.19
H -1.996714 -2.614568 0.440823 -0.05 -0.01 -0.10
C -3.238453 -2.519053 -1.319826 -0.02 -0.13 0.21
H -4.170706 -2.513668 -0.745966 0.32 -0.09 -0.30
C -3.254719 -2.511261 -2.714635 0.00 0.10 -0.17
H -4.211941 -2.517456 -3.236805 0.27 0.01 0.09
C -2.059177 -2.506036 -3.441013 -0.35 0.04 0.21
H -2.086795 -2.520629 -4.529867 0.05 0.00 0.27
C -0.842838 -2.492317 -2.766240 -0.04 0.12 0.19
H 0.080144 -2.483016 -3.339395 -0.03 -0.04 0.11
C 2.137127 -2.381904 -1.595513 0.11 -0.20 -0.18
C 2.586966 -3.579310 -2.167219 0.27 0.11 -0.12
H 2.106174 -4.520362 -1.929272 -0.04 0.02 0.01
C 3.675592 -3.567196 -3.031756 0.14 0.33 -0.12
H 4.024289 -4.487870 -3.494680 -0.09 0.16 0.15
C 4.328768 -2.361971 -3.311449 -0.07 0.21 0.11
H 5.191274 -2.339023 -3.978920 -0.26 -0.10 0.19
C 3.891244 -1.166555 -2.729665 -0.03 -0.03 -0.09
H 4.401303 -0.219971 -2.923612 -0.09 -0.39 -0.03
C 2.789100 -1.171366 -1.883674 -0.20 -0.50 0.22
H 2.428899 -0.266597 -1.409531 0.17 0.01 -0.07
Tc 0.225777 1.420542 1.748547 -2.00 6.56 2.89
C -0.799371 2.691874 0.330301 -0.15 -0.08 -0.89
C -1.148673 2.174675 -0.882297 0.03 0.32 0.51
H -1.050894 3.750319 0.535284 0.06 -0.57 0.00
C -0.707062 0.750932 -1.095816 0.34 -0.43 -1.29
O 0.237429 0.709348 -2.180507 -0.20 -0.20 -0.43
H 0.511392 -0.208423 -2.378556 -0.36 0.49 0.18
C -0.029735 0.404277 0.126851 2.21 -2.74 3.21
H -1.517881 0.038237 -1.265268 -0.25 0.07 -0.20
C 0.665847 -0.324084 1.006754 0.06 -2.85 -2.67
Cl 1.268698 0.371322 3.737233 -0.15 0.32 -0.07
P 2.252305 2.608546 1.390026 1.34 0.87 -0.22
P -1.864274 0.941718 2.864621 -1.10 -0.32 0.50
C 3.187381 3.141076 2.874175 -0.25 -0.16 0.00
H 3.366463 2.267621 3.513102 -0.04 0.25 -0.13
H 2.607224 3.882752 3.437150 0.16 -0.20 -0.13
H 4.144661 3.578928 2.559729 -0.28 -0.10 0.05
C 3.453678 1.570852 0.500314 0.21 0.09 -0.04
H 3.205694 1.579343 -0.568898 0.09 -0.05 0.23
H 3.393066 0.545936 0.885011 0.15 0.19 -0.11
H 4.465763 1.971623 0.650541 -0.21 -0.21 -0.15
C 2.215237 4.136025 0.369900 -0.12 -0.16 -0.05
H 1.574330 4.896604 0.834086 0.23 -0.19 -0.13
H 1.809453 3.885327 -0.619681 0.12 0.10 0.21
H 3.235114 4.534517 0.257536 -0.33 -0.13 0.05
C -2.113620 1.496391 4.592521 0.25 0.08 -0.10
H -2.324490 2.573245 4.619755 0.09 -0.32 0.04
H -1.203796 1.289642 5.170870 -0.24 0.07 -0.12
H -2.958862 0.944394 5.027400 0.22 0.18 -0.17
C -3.403708 1.508008 2.040600 0.09 -0.04 -0.04
H -3.437143 1.089918 1.025295 -0.04 0.09 0.22
H -3.402103 2.604413 1.968976 -0.03 -0.27 0.05
H -4.287744 1.174724 2.604893 0.28 0.13 -0.16
C -2.102243 -0.860520 2.993808 -0.14 -0.01 0.07
H -1.152877 -1.318937 3.293953 -0.23 0.01 0.00
H -2.412743 -1.253624 2.018562 0.07 0.05 0.24
H -2.875737 -1.064897 3.746637 0.20 -0.13 -0.26
P -2.010133 2.961052 -2.274279 1.36 -1.49 1.86
C -2.768353 4.439061 -1.676006 -0.35 0.37 -0.36
C -3.184820 1.727924 -2.807111 -0.58 0.12 -0.43
H -2.002064 5.119900 -1.291612 -0.16 -0.10 -0.09
H -3.500276 4.205046 -0.895332 0.16 0.04 -0.16
H -3.272328 4.890413 -2.535887 -0.06 0.26 0.24
H -2.693547 0.808856 -3.146745 0.08 0.29 0.07
H -3.756052 2.147299 -3.638395 -0.10 -0.17 -0.04
H -3.881055 1.479061 -1.997735 0.17 0.14 -0.09
C -0.761423 3.232215 -3.504552 -0.10 0.47 -0.65
H 0.017729 3.887534 -3.102085 -0.18 -0.07 -0.03
H -1.236087 3.713912 -4.361644 0.21 0.03 -0.16
H -0.307461 2.281157 -3.798593 -0.20 0.17 0.14
H 1.227941 -0.731897 1.944757 -0.84 0.00 -2.08
C -0.133556 3.343545 2.855402 0.26 0.19 0.90
H -1.202725 3.610751 2.951747 0.41 -0.16 -0.13
H 0.347440 4.234762 2.410252 -0.20 -0.43 0.13
H 0.270214 3.235035 3.878283 -0.21 0.11 -0.33
```
Forces are in eV/Å.

=====

[2]
ORCA calculation (ωB97M-V/def2-TZVPD) on a molecular structure, C33H50F3O18SY at a distorted geometry.

Output
* HOMO: -12.79 eV
* electronic energy: -91909.0326 eV
* lowest unoccupied orbital energy: -7.08 eV
* total charge: +2
* frontier orbital gap: 0.210 Ha
* multiplicity: 1

Structure (XYZ):
```
106
Properties=species:S:1:pos:R:3:forces:R:3
Y 2.358322 -2.092550 -2.144767 -2.87 2.98 3.46
C 1.269718 0.546881 1.571083 0.15 -0.43 -0.14
F 1.969382 -0.459712 2.111580 0.05 0.16 0.12
F 0.462797 1.050422 2.482574 0.05 0.25 0.11
F 2.133931 1.484569 1.148561 -0.01 -0.04 0.24
S 0.311226 -0.084566 0.157545 -0.71 -0.16 -0.27
O -0.613666 -1.024457 0.717329 0.09 -0.08 0.00
O -0.230271 1.078273 -0.485275 0.06 0.05 -0.09
O 1.389245 -0.727502 -0.632349 0.77 -0.13 -0.59
C -3.112729 2.153264 5.596840 0.35 0.01 0.30
C -2.677725 2.160142 4.111495 -0.95 0.43 0.10
C -3.175968 0.805045 3.612891 1.40 -0.71 -1.13
O -4.213511 0.403932 4.453382 -0.37 0.15 0.05
C -3.819326 0.811265 5.761682 0.04 -0.39 0.09
H -3.775729 2.995501 5.780103 -0.13 -0.09 0.07
H -2.307504 2.230223 6.328706 0.15 0.05 -0.21
H -1.637640 2.389175 3.900451 0.15 -0.24 0.16
H -3.278941 2.954533 3.660524 0.18 -0.06 -0.31
H -2.352971 0.058849 3.570573 0.01 0.12 0.79
H -3.446015 0.750963 2.551683 -0.76 0.51 0.24
H -3.139114 0.047071 6.164635 0.08 0.15 -0.01
H -4.688442 0.835535 6.414880 -0.13 0.06 -0.17
O 3.447793 3.270591 -2.816008 0.23 -0.33 -0.44
C 3.022287 3.919766 -1.905834 -0.41 0.31 0.33
O 3.719055 4.913923 -1.338589 0.12 0.34 -0.15
C 2.906366 5.543751 -0.332623 -0.08 0.88 0.06
C 1.998905 4.435108 0.176219 0.77 -0.05 -0.43
C 1.734035 3.706045 -1.143743 -0.18 0.09 -0.11
H 2.322705 6.370898 -0.756665 0.04 -0.27 -0.36
H 3.571977 6.041211 0.369649 0.08 -0.45 0.24
H 1.125422 4.860624 0.657480 -0.06 -0.35 0.28
H 2.621487 3.801998 0.811931 -0.48 0.04 0.38
H 0.879723 4.171685 -1.643792 0.17 -0.04 -0.27
H 1.566275 2.634434 -1.157944 -0.30 -0.04 0.45
O 2.364431 -3.073520 0.003011 0.00 -0.95 -1.59
C 2.744826 -3.591178 1.050535 0.24 1.15 0.55
O 1.932950 -3.654779 2.066712 0.09 -0.15 -0.15
C 2.630215 -4.043864 3.276618 0.28 -0.60 0.60
C 4.089515 -4.399760 2.886144 -1.04 0.55 -0.61
C 4.151142 -3.977556 1.402271 0.00 -0.52 0.30
H 2.119722 -4.910100 3.692078 -0.16 0.04 -0.14
H 2.535700 -3.242898 4.005153 0.03 0.23 -0.25
H 4.208008 -5.469194 3.006927 0.45 0.01 0.10
H 4.788951 -3.807230 3.461591 0.18 -0.33 0.23
H 4.478944 -4.779905 0.739947 0.12 0.10 -0.02
H 4.795466 -3.109588 1.269411 -0.06 0.04 -0.27
O -0.035001 -2.468921 -2.163528 1.87 -0.07 -0.20
C -1.177823 -2.323415 -2.587838 -0.30 -0.35 0.22
O -1.621698 -3.158186 -3.480248 -0.04 -0.41 -0.47
C -3.032144 -2.968607 -3.753873 -1.18 0.53 0.52
C -3.370984 -1.611199 -3.110767 -1.08 -0.77 0.20
C -2.196438 -1.308021 -2.178068 -0.38 0.65 -1.25
H -3.627470 -3.747052 -3.277779 0.55 -0.30 0.14
H -3.261369 -3.008797 -4.813398 0.62 0.01 -0.17
H -4.274427 -1.732254 -2.512363 -0.03 0.01 -0.10
H -3.635979 -0.876131 -3.866702 0.54 0.36 0.15
H -2.456957 -1.359885 -1.126303 0.29 -0.08 0.15
H -1.861274 -0.296770 -2.426398 0.45 -0.04 0.51
O 4.034117 -0.982455 -0.875377 -0.45 -1.28 -1.53
C 4.576855 -0.029923 -0.328781 0.07 1.15 -0.27
O 4.669317 0.001988 0.958665 0.11 -0.30 0.57
C 5.443988 1.141700 1.416935 0.48 0.62 -0.32
C 5.656871 2.057218 0.169929 -0.32 -0.70 1.11
C 5.116583 1.216644 -0.975767 0.02 -0.12 -0.32
H 6.373020 0.744309 1.818729 -0.01 -0.04 -0.02
H 4.912989 1.657252 2.210478 -0.27 -0.28 0.03
H 6.713949 2.286836 0.107709 -0.03 0.27 -0.29
H 5.057383 2.949229 0.319439 0.24 0.24 -0.23
H 5.857311 0.976422 -1.739763 -0.01 -0.14 0.05
H 4.301474 1.714239 -1.509926 0.02 -0.16 -0.03
O -3.890704 -4.758787 -0.587107 -0.33 0.32 -0.77
C -3.218560 -4.786382 0.393004 0.29 -0.24 1.07
O -3.707513 -5.147866 1.601945 0.08 -0.42 -0.10
C -2.641097 -5.278277 2.573429 -0.27 0.40 -0.31
C -1.352799 -5.268875 1.748327 0.29 0.37 0.64
C -1.749280 -4.429884 0.558023 -0.69 -0.01 -1.21
H -2.785066 -6.185090 3.152012 -0.14 -0.07 -0.08
H -2.732406 -4.411629 3.230072 0.20 -0.05 0.08
H -1.087007 -6.279506 1.437833 -0.07 0.00 -0.07
H -0.530793 -4.870950 2.345123 0.01 0.04 -0.14
H -1.267020 -4.645119 -0.396531 0.25 -0.15 0.19
H -1.771074 -3.338422 0.641045 0.47 -0.04 0.60
O 1.400024 -0.236065 -3.326927 1.43 -1.31 0.01
C 0.724604 0.508187 -4.035720 -1.11 0.12 0.42
O 0.496997 1.732327 -3.668905 0.23 -0.02 0.01
C -0.512996 2.306380 -4.535672 -1.08 0.55 -0.88
C -0.422884 1.530258 -5.845935 -0.59 -0.58 0.60
C -0.037446 0.143014 -5.287682 1.42 0.75 -0.63
H -0.389948 3.378521 -4.650058 0.51 -0.03 0.25
H -1.504618 2.152335 -4.102911 0.21 -0.09 0.37
H 0.273137 1.963865 -6.557258 0.24 -0.20 0.06
H -1.403116 1.444828 -6.308805 0.02 0.32 -0.13
H 0.683041 -0.371898 -5.927399 -0.44 -0.37 -0.07
H -0.913756 -0.460115 -5.061314 0.08 -0.19 0.09
O -3.593452 1.815685 -3.151724 -0.01 -0.34 -0.46
C -3.528520 2.329116 -2.070878 0.44 0.24 0.32
O -2.786885 3.439085 -1.872277 0.00 -0.17 0.32
C -2.732775 3.789829 -0.460116 -0.79 0.05 -0.19
C -3.348565 2.597355 0.291720 0.62 -0.17 0.14
C -4.167914 1.887978 -0.781551 0.16 0.37 0.06
H -3.324909 4.695610 -0.322985 0.18 0.08 -0.07
H -1.687232 3.966798 -0.228914 0.00 0.03 0.12
H -3.950469 2.835930 1.165020 0.02 0.40 -0.09
H -2.507283 2.008264 0.662764 -0.21 -0.38 -0.17
H -5.186260 2.286465 -0.802029 -0.06 -0.24 0.04
H -4.188740 0.805475 -0.707239 -0.13 -0.03 -0.01
```
Forces are in eV/Å.